# C51H105Br2F3N2O13S

A cluster of 7 separate species, C51H105Br2F3N2O13S in total at a distorted geometry (the ωB97M-V functional and the def2-TZVPD basis, OMol25).

XYZ file:
```
177
C51H105Br2F3N2O13S | OMol25 | the ωB97M-V functional and the def2-TZVPD basis
C 3.710 -6.285 4.656
C 4.082 -5.621 3.713
C 4.869 -4.569 2.835
C 3.899 -3.344 2.330
C 3.896 -2.344 3.532
C 3.300 -2.747 4.920
O 2.755 -4.057 1.977
C 1.418 -3.698 2.082
C 0.579 -4.328 3.315
C 0.599 -5.886 3.490
O -0.708 -6.423 3.107
C -0.652 -7.426 2.142
O -1.468 -7.352 1.240
C 0.304 -8.677 2.136
C 0.284 -9.283 0.647
C 0.885 -2.233 1.903
C 0.743 -1.226 3.086
C -0.119 -1.406 4.421
N 1.210 -0.018 3.029
C 0.759 -4.563 0.828
Br 2.006 -6.083 0.358
C 0.617 -3.743 -0.545
C -0.901 -3.272 -0.848
Br 0.903 -5.080 -2.044
C 4.769 -2.815 1.001
N 6.183 -3.071 1.144
C 6.910 -3.963 0.277
C 7.938 -4.848 1.166
C 7.594 -6.406 1.109
O 4.050 -3.444 -0.002
C 4.247 -3.251 -1.385
C 3.582 -1.985 -2.101
C 2.710 -2.378 -3.396
C 1.194 -1.870 -3.268
O 3.250 -1.647 -4.550
S 4.825 -0.917 0.887
O 3.520 -0.270 0.719
O 5.484 -0.286 2.056
C 5.935 -0.270 -0.497
F 6.572 -1.215 -1.260
F 5.183 0.633 -1.241
F 6.974 0.525 -0.005
H 3.260 -6.682 5.596
H 5.150 -5.232 1.955
H 5.752 -4.195 3.410
H 4.991 -2.102 3.731
H 3.445 -1.338 3.254
H 2.822 -3.745 5.052
H 4.101 -2.684 5.726
H 2.535 -1.970 5.242
H -0.496 -4.030 3.093
H 0.828 -3.865 4.302
H 0.646 -6.087 4.613
H 1.475 -6.443 3.078
H 0.038 -9.483 2.872
H 1.392 -8.395 2.310
H 0.342 -8.468 -0.135
H 1.174 -9.952 0.458
H -0.707 -9.802 0.545
H 1.429 -1.699 1.058
H -0.195 -2.321 1.544
H -1.098 -1.868 4.064
H -0.403 -0.421 4.877
H 0.394 -2.026 5.200
H 1.696 0.148 2.140
H -0.272 -4.939 1.086
H 1.356 -2.914 -0.692
H -1.418 -3.956 -1.573
H -0.871 -2.204 -1.192
H -1.466 -3.386 0.132
H 6.639 -2.671 1.955
H 7.550 -3.514 -0.544
H 6.240 -4.719 -0.230
H 7.832 -4.503 2.233
H 8.998 -4.618 0.843
H 8.550 -6.990 1.024
H 7.138 -6.673 2.114
H 6.834 -6.684 0.330
H 5.306 -3.331 -1.793
H 3.742 -4.137 -1.900
H 4.434 -1.376 -2.524
H 2.878 -1.398 -1.456
H 2.785 -3.468 -3.665
H 0.936 -1.498 -2.238
H 0.453 -2.701 -3.495
H 0.964 -1.033 -3.991
H 3.305 -2.305 -5.265
C 0.203 3.819 -4.446
C -0.418 2.448 -4.650
O -0.144 1.537 -3.597
C -0.601 1.909 -2.306
C -2.106 2.097 -2.225
H 1.285 3.735 -4.321
H -0.003 4.460 -5.305
H -0.192 4.315 -3.557
H -0.001 2.006 -5.558
H -1.498 2.526 -4.814
H -0.071 2.803 -1.962
H -0.309 1.100 -1.631
H -2.450 2.908 -2.869
H -2.403 2.336 -1.201
H -2.623 1.187 -2.537
C -2.485 8.337 -6.044
C -3.103 6.963 -6.245
O -2.825 6.056 -5.191
C -3.283 6.428 -3.899
C -4.787 6.613 -3.816
H -1.403 8.256 -5.919
H -2.692 8.976 -6.905
H -2.880 8.835 -5.156
H -2.684 6.520 -7.152
H -4.183 7.038 -6.409
H -2.755 7.325 -3.556
H -2.988 5.622 -3.224
H -5.135 7.422 -4.461
H -5.085 6.852 -2.792
H -5.303 5.701 -4.126
C 4.650 -3.051 -10.784
C 3.635 -2.222 -10.014
O 3.816 -2.267 -8.608
C 5.061 -1.792 -8.115
C 5.336 -0.339 -8.458
H 4.623 -4.092 -10.455
H 4.434 -3.016 -11.854
H 5.669 -2.687 -10.637
H 2.637 -2.619 -10.209
H 3.628 -1.185 -10.363
H 5.874 -2.441 -8.458
H 5.022 -1.896 -7.028
H 5.402 -0.181 -9.536
H 6.281 -0.017 -8.015
H 4.536 0.301 -8.081
C 1.998 -5.215 10.220
C 2.512 -5.276 8.791
O 3.664 -4.481 8.567
C 4.815 -4.802 9.336
C 5.317 -6.218 9.115
H 1.780 -4.183 10.504
H 1.087 -5.808 10.322
H 2.729 -5.602 10.932
H 1.737 -4.892 8.124
H 2.699 -6.312 8.485
H 4.624 -4.610 10.397
H 5.593 -4.099 9.032
H 4.581 -6.964 9.420
H 6.227 -6.391 9.694
H 5.537 -6.385 8.058
C -6.760 10.308 0.222
C -6.783 9.537 -1.088
O -7.153 8.176 -0.938
C -8.442 7.927 -0.394
C -9.574 8.511 -1.220
H -6.083 9.831 0.935
H -6.424 11.334 0.052
H -7.747 10.352 0.686
H -5.777 9.538 -1.513
H -7.430 10.028 -1.822
H -8.487 8.279 0.642
H -8.556 6.842 -0.355
H -9.518 9.600 -1.277
H -10.538 8.249 -0.780
H -9.539 8.126 -2.243
C -11.381 11.517 3.394
C -11.407 10.750 2.082
O -11.776 9.388 2.230
C -13.063 9.137 2.776
C -14.197 9.720 1.953
H -10.702 11.039 4.103
H -11.048 12.544 3.227
H -12.367 11.558 3.861
H -10.402 10.755 1.653
H -12.057 11.243 1.350
H -13.106 9.486 3.813
H -13.174 8.051 2.813
H -14.143 10.809 1.898
H -15.160 9.456 2.395
H -14.164 9.337 0.931
```

Output
Total charge: 0
HOMO-LUMO gap, eV: 8.73

Atomic partial charges in e from the Mulliken method, atoms 1 to 5: atom 1 (C): 0.01, atom 2 (C): -1.27, atom 3 (C): 0.12, atom 4 (C): 0.36, atom 5 (C): -0.71

***

# C51H105F6N4O7S

A cluster of 7 separate species, C51H105F6N4O7S in total at a distorted geometry (the ωB97M-V functional and the def2-TZVPD basis, OMol25).

XYZ file:
```
174
C51H105F6N4O7S | OMol25 | the ωB97M-V functional and the def2-TZVPD basis
C 18.864 7.095 13.837
C 17.990 6.954 15.146
O 18.509 6.797 16.262
O 16.784 7.152 15.032
H 19.548 6.247 13.792
H 19.414 8.034 13.894
H 18.171 6.939 13.011
C 12.957 3.161 13.777
C 13.620 2.873 12.451
C 13.422 3.888 11.277
C 13.909 5.328 11.663
N 13.301 6.502 10.752
C 11.741 6.662 10.886
C 11.467 7.996 10.346
C 12.662 8.878 10.895
C 13.719 7.865 11.335
C 13.790 6.327 9.334
C 15.311 5.882 9.197
C 15.862 5.902 7.793
H 11.896 3.403 13.711
H 13.480 3.994 14.246
H 13.032 2.201 14.289
H 13.156 1.965 12.065
H 14.644 2.609 12.712
H 12.373 3.690 11.058
H 13.977 3.493 10.427
H 14.991 5.438 11.730
H 13.556 5.616 12.654
H 11.247 5.881 10.307
H 11.355 6.729 11.903
H 11.487 7.925 9.258
H 10.552 8.424 10.754
H 13.066 9.488 10.087
H 12.335 9.547 11.691
H 14.678 8.056 10.853
H 13.833 7.876 12.419
H 13.675 7.237 8.745
H 13.115 5.672 8.784
H 15.641 4.895 9.518
H 15.901 6.534 9.841
H 15.336 6.625 7.169
H 15.895 4.920 7.319
H 16.865 6.322 7.869
C 23.442 3.110 15.812
C 22.217 2.239 15.650
C 21.623 1.671 16.926
C 20.647 2.686 17.683
N 19.891 2.189 18.984
C 19.092 3.365 19.628
C 18.988 3.068 21.127
C 20.405 2.481 21.480
C 20.918 1.877 20.182
C 19.054 0.934 18.752
C 17.707 1.046 17.977
C 17.115 -0.326 17.385
H 23.829 3.626 14.934
H 24.212 2.369 16.027
H 23.389 3.849 16.611
H 22.386 1.355 15.036
H 21.505 2.908 15.166
H 22.469 1.538 17.600
H 21.045 0.756 16.801
H 19.779 2.971 17.088
H 21.210 3.564 17.997
H 18.186 3.526 19.044
H 19.775 4.212 19.677
H 18.187 2.358 21.335
H 18.902 4.009 21.671
H 20.284 1.656 22.183
H 21.061 3.205 21.964
H 21.056 0.801 20.287
H 21.950 2.196 20.032
H 18.815 0.711 19.792
H 19.684 0.122 18.387
H 17.834 1.731 17.139
H 16.881 1.507 18.519
H 16.183 -0.301 16.820
H 17.047 -1.071 18.177
H 17.814 -0.729 16.652
C 11.914 13.143 15.750
C 13.175 12.406 16.390
C 12.899 11.852 17.829
C 12.469 10.385 17.753
N 12.316 9.603 19.052
C 11.547 8.305 18.810
C 12.189 7.181 19.616
C 13.680 7.576 19.451
C 13.763 9.046 19.491
C 11.610 10.461 20.198
C 10.154 10.935 19.832
C 9.394 11.368 21.048
H 12.136 13.612 14.791
H 11.547 13.826 16.515
H 11.167 12.391 15.496
H 14.013 13.103 16.419
H 13.614 11.659 15.729
H 12.134 12.482 18.284
H 13.719 11.940 18.542
H 12.978 9.821 16.972
H 11.465 10.237 17.356
H 10.509 8.532 19.055
H 11.496 8.089 17.743
H 11.787 7.386 20.608
H 11.925 6.198 19.226
H 14.168 7.139 20.322
H 14.101 7.169 18.532
H 14.013 9.376 20.500
H 14.468 9.540 18.823
H 12.254 11.335 20.293
H 11.730 9.841 21.086
H 9.520 10.287 19.227
H 10.253 11.878 19.295
H 8.575 12.061 20.855
H 9.971 11.704 21.910
H 8.775 10.559 21.435
C 25.906 11.081 14.607
C 24.934 10.175 15.484
C 24.392 10.761 16.739
C 23.580 9.801 17.651
N 23.036 10.391 19.020
C 24.154 10.574 19.987
C 23.695 10.345 21.393
C 22.258 9.893 21.257
C 22.219 9.369 19.800
C 22.260 11.791 18.814
C 20.740 11.623 18.215
C 20.582 12.661 17.044
H 25.411 12.035 14.428
H 26.209 10.492 13.741
H 26.777 11.495 15.116
H 25.581 9.377 15.849
H 24.223 9.588 14.903
H 23.721 11.605 16.577
H 25.335 10.832 17.280
H 24.064 8.908 18.046
H 22.733 9.461 17.055
H 24.540 11.579 19.811
H 24.925 9.884 19.644
H 23.760 11.314 21.888
H 24.465 9.659 21.747
H 21.586 10.743 21.374
H 22.120 9.095 21.987
H 21.218 9.170 19.419
H 22.754 8.426 19.688
H 22.828 12.473 18.181
H 22.322 12.408 19.710
H 20.120 11.916 19.062
H 20.510 10.660 17.760
H 21.010 12.532 16.050
H 20.982 13.633 17.332
H 19.536 12.955 16.959
C 19.484 1.202 8.846
O 20.409 2.350 8.894
O 18.855 1.209 7.598
C 20.238 -0.174 9.187
F 19.439 -1.259 9.400
F 21.053 -0.631 8.256
F 20.964 -0.021 10.261
C 20.207 3.566 9.535
C 21.514 4.335 9.803
H 21.323 5.105 10.551
H 22.359 3.716 10.105
H 22.040 4.776 8.956
H 19.627 3.403 10.444
H 19.690 4.209 8.822
H 18.766 1.376 9.648
C 18.196 11.148 9.437
F 18.489 9.912 9.633
F 17.439 11.563 10.419
F 19.347 11.840 9.495
S 17.279 11.444 7.694
O 17.324 12.836 7.451
O 18.076 10.662 6.705
O 15.964 10.903 8.041
```

Output
Total charge: +1
HOMO-LUMO gap, eV: 2.59

Atomic partial charges in e from the Mulliken method, atoms 1 to 5: atom 1 (C): -0.45, atom 2 (C): 0.50, atom 3 (O): -0.76, atom 4 (O): -0.69, atom 5 (H): 0.17